The following is a DFT calculation (the ωB97M-V functional and the def2-TZVPD basis) of a cluster of 9 separate species, C40H62BF24O19P in total.

```
147
Properties=species:S:1:pos:R:3:forces:R:3
F -4.44745 -2.54250 4.23783 0.0 0.0 0.0
F 3.68051 -2.99689 2.49036 0.0 0.0 0.0
F 12.36968 -2.47771 -1.71974 0.0 0.0 0.0
H -6.76423 7.60726 -3.88988 0.0 0.0 0.0
C -6.35787 -1.43865 -0.06245 -0.1 0.0 -0.1
H -7.09856 5.87885 -4.05008 0.0 0.0 0.0
H -0.72081 1.28826 -0.25942 -0.1 -0.1 0.0
C -0.55375 -5.77304 3.38437 0.0 -0.2 0.0
C -8.37856 5.92127 2.87048 0.0 -0.1 0.1
C 0.34633 -9.15210 6.09537 0.0 0.0 0.0
O -7.71383 7.16367 2.52037 0.0 0.0 0.0
H 1.38867 -5.72336 4.36372 -0.1 -0.2 0.0
H -3.00945 4.32712 -0.75632 0.2 0.0 0.0
H 2.13902 -3.12439 -4.66135 0.0 0.0 0.0
F -6.54332 9.69055 3.23659 0.0 0.0 0.0
H 0.10554 -4.90454 5.24962 -0.1 -0.1 0.0
H -7.56617 5.20452 2.96470 0.0 0.0 0.0
H -4.28963 -0.99423 0.31491 0.0 0.0 0.0
H 9.06979 0.59890 -3.75290 0.0 0.1 0.0
O -7.11768 5.42358 -1.33918 0.0 0.0 0.0
H 6.88062 1.78040 -3.39876 0.0 -0.1 0.0
F 10.22980 5.19981 -2.82878 0.0 0.0 0.0
H -2.12226 2.74768 2.61869 0.0 0.0 0.0
O 1.43905 -8.19381 4.17424 0.0 0.0 0.0
H -4.54453 -2.20985 -0.93022 0.1 0.0 0.1
H -2.06783 4.17819 3.65120 0.0 0.0 0.0
O 3.53682 -2.02798 -5.61560 0.0 0.0 0.0
H 3.78208 -3.36162 -4.04393 0.0 0.0 0.0
H -10.16915 6.23332 1.70890 0.0 0.0 0.1
C -7.53026 9.49710 2.35135 0.0 0.0 0.0
H -7.00812 -1.76114 -0.87953 0.0 0.0 0.0
O 9.28385 2.72034 -2.45640 0.0 0.0 0.0
H -1.82534 3.65857 0.40553 0.0 0.0 0.0
H -6.76019 -0.50071 0.32648 0.0 0.0 0.0
O -0.19007 -0.38761 -2.48771 0.4 0.2 0.2
C -4.92232 -1.26053 -0.53760 -0.1 0.0 0.0
H -8.26191 6.93469 -3.22981 0.0 0.0 0.0
H -2.66771 -0.65705 -1.51498 0.0 0.0 0.0
C -6.49666 6.50708 -2.07807 0.1 0.1 0.0
F -6.97566 9.31718 1.14617 0.0 0.0 0.0
H -5.26460 -0.51213 -2.53260 -0.1 0.1 0.1
H 5.61940 -0.64820 5.63230 0.0 0.0 0.0
H 8.80723 0.63170 -5.49233 0.0 0.1 0.0
C 11.47668 -2.00089 -3.88217 0.0 0.0 0.1
H 6.63931 1.85228 -5.14696 0.0 -0.1 0.0
B -0.46895 0.96011 -2.45625 -0.2 -0.2 -0.1
F -8.27693 10.59255 2.30838 0.0 0.0 0.0
H -0.31211 -6.62319 2.74628 0.1 0.0 0.0
C 2.81551 -1.55558 -3.33437 0.1 0.1 -0.1
H 5.18640 -0.52821 7.34388 0.0 0.0 0.0
C 0.33168 -5.75359 4.60702 -0.1 0.2 0.1
H -3.09049 5.18859 1.79535 0.0 0.0 -0.1
H 2.38195 -2.00842 -2.44334 0.0 0.0 0.0
F -2.81043 -3.55680 3.25279 0.0 0.0 0.0
C 8.58349 1.14196 -4.55950 0.0 -0.2 0.0
F 1.63228 -3.34193 3.11325 0.0 0.0 0.0
F 0.69800 -10.33538 5.60674 0.0 0.0 0.0
F -7.35490 1.94915 -1.22822 -0.1 0.0 -0.1
H 2.11566 -0.81075 -3.70725 0.0 0.0 0.0
H -7.18102 -7.23107 5.78235 0.0 0.0 0.0
F 3.12844 -4.88831 3.38102 0.1 0.1 -0.1
F -0.96102 -9.18279 6.37372 0.0 0.0 0.0
H 5.35582 -2.11679 6.58827 0.0 0.0 0.0
O -9.45948 8.38618 3.27586 0.0 0.0 0.0
C 2.92077 -3.57663 3.42063 0.1 0.1 0.0
C -6.54800 -6.36555 5.58644 0.1 0.1 0.0
H -5.44270 6.27104 -2.21845 0.0 0.0 0.0
O 5.64141 -1.93033 -4.80511 0.0 0.0 -0.1
C 7.09668 1.27653 -4.34071 -0.1 0.2 0.0
C -3.57612 4.24732 2.07696 0.0 0.1 0.0
H 3.74816 -1.06605 -3.05565 0.0 0.0 0.0
H -1.60212 -5.84735 3.66861 0.0 0.0 0.0
C 3.21633 -3.02730 4.83739 0.0 -0.1 0.0
H 14.57335 -1.42478 -5.34242 0.0 0.0 0.0
P -2.91724 1.80586 -1.02661 0.0 -0.1 0.1
H -6.58240 7.36340 -1.41348 0.0 0.0 0.0
C 3.05899 -2.61940 -4.37857 -0.1 -0.1 0.1
O -5.99419 3.87252 -2.54359 0.0 0.0 0.0
C -4.77319 -0.18679 -1.61281 0.3 -0.1 0.0
H -5.50862 -6.66528 5.71151 0.0 0.0 0.0
H 6.65025 0.28335 -4.32136 0.0 0.0 0.0
C -2.73498 3.50271 3.11405 0.0 0.0 0.0
H -6.78214 -5.59219 6.31771 0.0 0.0 0.0
F 11.47606 4.16863 -4.26570 0.0 0.0 0.0
C -6.76174 4.19907 -1.68756 0.0 -0.1 0.1
F 9.60951 5.07160 -4.89445 0.0 0.0 0.0
F 10.47192 -1.44713 -1.81699 0.0 0.0 0.0
O -0.18660 1.69037 -3.58073 0.2 0.3 0.3
H 11.84287 -2.41295 -6.33062 0.0 0.0 0.0
H 3.20136 -0.03766 5.91558 0.0 0.0 0.0
H 0.55706 1.34546 -4.08223 -0.3 -0.3 -0.3
H -0.41216 -4.85901 2.80973 0.0 0.0 0.0
C 10.20889 4.41279 -3.89814 0.0 -0.1 0.0
H -3.56030 1.31755 0.15145 0.0 0.0 0.0
C -3.30014 0.15668 -1.88521 -0.2 -0.1 0.0
O 0.07620 -6.91238 5.44482 0.0 0.0 0.0
C -8.38045 8.27405 2.77402 0.0 0.1 0.0
H 13.15765 -0.40169 -5.63919 0.0 0.0 0.0
C 9.49279 3.07763 -3.57858 0.0 0.1 0.0
H -9.77238 4.53738 2.01930 0.0 0.0 0.0
C 5.17439 -1.14734 -7.04525 0.0 0.0 0.0
F -4.55467 -2.97521 2.11666 0.0 0.0 0.0
O 12.45190 -2.73937 -4.37512 0.0 0.0 0.0
H -3.11917 0.25965 -2.96014 0.1 0.0 0.0
C 3.55347 -1.05414 6.07112 0.0 0.1 0.1
F 1.01007 -8.95561 7.24370 0.0 0.0 0.0
C 4.82488 -1.74455 -5.65986 0.0 0.0 0.0
C 13.66913 -1.31458 -5.94061 0.0 0.0 0.1
O 3.30812 -1.71134 4.79939 0.0 0.0 0.0
C 12.77246 -2.51867 -5.77336 0.0 0.0 -0.1
C -2.80606 3.49924 -0.05989 -0.1 -0.1 0.1
H -8.84020 5.45965 0.83212 0.0 0.0 0.0
H -8.86074 6.03973 3.83970 0.0 0.1 0.0
H 13.95563 -1.21852 -6.98799 0.0 0.0 0.0
H 13.26658 -3.43707 -6.07958 0.0 0.0 0.0
O -6.05155 -4.64994 3.92081 0.0 0.0 0.0
C -1.07108 1.71128 -1.20726 0.0 0.3 -0.3
H -6.43040 -2.18732 0.72600 0.0 0.0 0.0
F 4.27278 -0.23868 -7.42558 0.0 0.0 0.0
H -7.83907 -5.57041 4.04097 0.0 0.0 0.0
C -7.20180 6.74119 -3.39312 0.0 -0.1 0.0
C -6.80266 -5.86462 4.18448 -0.1 -0.1 0.0
C 11.22632 -2.37011 -2.40007 0.0 0.0 -0.1
C -4.78693 -4.81459 3.58368 0.1 0.0 0.0
H -4.55633 4.50580 2.48360 0.0 0.0 0.0
H -0.22990 -0.77890 -1.61104 -0.2 -0.1 0.0
C -4.13482 -3.43975 3.30042 0.0 0.0 0.0
H -3.36144 2.99360 3.84612 0.0 -0.1 0.0
C -9.35254 5.51670 1.79029 0.0 0.1 0.0
O 9.21507 2.44386 -4.70024 0.0 0.0 0.0
F 6.36935 -0.56521 -7.02435 0.0 0.0 0.0
F 5.19686 -2.12546 -7.95970 0.0 0.0 0.0
O 10.82319 -1.17634 -4.45243 0.0 0.0 0.0
O -3.82448 3.46315 0.92384 -0.1 0.0 0.0
H 2.93816 -1.53107 6.83253 0.0 0.0 0.0
H -3.71125 2.45699 -2.00841 0.0 0.0 0.0
H -5.29689 0.71085 -1.26213 -0.1 0.0 -0.1
C 5.02080 -1.09339 6.42662 0.0 0.0 -0.1
O 3.29802 -3.74361 5.79127 0.0 0.0 0.0
O -4.18731 -5.84282 3.46449 0.0 0.0 0.0
C 0.69240 -8.02439 5.09256 0.0 -0.1 0.0
H -6.53674 -6.60698 3.43358 0.0 0.0 0.0
F -6.86701 3.22148 0.45056 0.0 0.0 0.1
C -7.45552 3.18185 -0.75139 0.1 0.1 0.1
F -8.75024 3.47650 -0.58209 -0.1 -0.1 -0.1
H -0.70726 2.73969 -1.23773 0.0 0.0 0.1
F 10.58703 -3.54574 -2.33296 0.0 0.0 0.0
```
Positions in Å, forces in eV/Å.

* structure (SMILES): CCCC[PH2](COCC)CB(O)O.CCOC(=O)C(F)(F)F.CCOC(=O)C(F)(F)F.CCOC(=O)C(F)(F)F.CCOC(=O)C(F)(F)F.CCOC(=O)C(F)(F)F.CCOC(=O)C(F)(F)F.CCOC(=O)C(F)(F)F.CCOC(=O)C(F)(F)F
* maximum force: 0.5 eV Å⁻¹
* lowest unoccupied orbital energy: -0.002 hartree

Atomic partial charges in e from the Mulliken method, atoms 1 to 8:
1. F -0.2732
2. F -0.2627
3. F -0.2507
4. H 0.4051
5. C -1.2012
6. H 0.3116
7. H 0.2537
8. C -1.1112